No. 1
The following is a DFT calculation (the ωB97M-V functional and the def2-TZVPD basis) of a cluster of 4 separate species, C9H19O13PS3 in total at a distorted geometry.

As for the calculated total energy: -78045.5585 eV. As for the SMILES: O=S1(=O)OCCO1.O=S1(=O)OCCO1.O=S1(=O)OCCO1.PC[C@H]1CO1. The value obtained for the HOMO-LUMO gap is 9.31 eV. For the HOMO energy, the calculation gives -8.856 eV.

```
45
Properties=species:S:1:pos:R:3:forces:R:3
O 3.3914 -2.9199 -1.0244 0.1 -0.1 0.0
S 2.6768 -4.0202 -1.5625 0.0 -0.1 0.0
O 2.9499 -5.3435 -1.1208 0.0 0.0 0.1
O 2.7396 -3.9439 -3.1513 -0.1 0.1 0.0
C 1.4125 -3.9173 -3.7128 -0.1 -0.2 0.0
C 0.5735 -3.2516 -2.6386 0.0 0.4 -0.2
O 1.1095 -3.7848 -1.4166 -0.1 -0.2 0.0
H 1.0953 -4.9443 -3.8987 0.0 0.0 0.0
H 1.4337 -3.3620 -4.6455 0.1 0.1 0.0
H -0.4803 -3.5059 -2.7087 0.0 -0.1 0.1
H 0.6875 -2.1671 -2.6266 0.0 0.0 -0.1
O 0.3167 4.4224 0.4411 0.0 0.0 0.0
S -0.6753 5.4117 0.6794 0.1 0.0 0.0
O -1.7078 5.6354 -0.2669 0.0 -0.1 0.0
O 0.0701 6.7756 1.0292 0.1 0.0 0.1
C -0.3587 7.2779 2.3054 -0.2 0.1 0.0
C -0.7103 6.0260 3.0864 0.2 0.0 0.1
O -1.3419 5.1862 2.1065 -0.1 0.1 0.0
H -1.2266 7.9212 2.1560 0.0 0.0 0.0
H 0.4534 7.8465 2.7488 0.1 0.0 -0.1
H -1.4108 6.2060 3.8962 -0.1 -0.1 -0.1
H 0.1776 5.5192 3.4667 0.0 0.0 0.0
O -0.9963 -1.8218 2.1242 0.0 0.0 0.0
S -1.0211 -3.0667 2.8076 0.0 0.0 0.0
O -2.0898 -3.3829 3.6855 0.0 0.0 0.0
O 0.3771 -3.2613 3.5484 0.1 0.1 -0.1
C 1.0040 -4.4910 3.1440 -0.1 -0.2 0.1
C 0.5178 -4.6916 1.7232 0.2 0.1 -0.1
O -0.8554 -4.2648 1.7725 0.0 -0.1 0.0
H 0.6706 -5.2901 3.8076 0.0 0.0 0.0
H 2.0819 -4.3776 3.2123 0.0 0.1 0.0
H 0.5580 -5.7258 1.3952 -0.1 0.0 0.0
H 1.0546 -4.0589 1.0189 0.0 0.0 0.0
P -2.0505 3.0748 -2.9277 -0.2 0.2 0.2
C -1.4147 2.2053 -1.4132 0.4 -0.1 0.1
C -0.4176 1.1545 -1.7868 1.7 -0.5 -0.3
C -0.3905 -0.2294 -0.9383 -2.5 1.6 0.0
O -0.9533 0.0980 -2.4130 -0.5 0.1 0.6
H -0.9054 3.8544 -3.1987 0.1 -0.1 -0.1
H -1.7695 2.0517 -3.8561 0.1 0.0 -0.1
H -0.9379 2.9392 -0.7644 -0.3 0.0 0.1
H -2.2634 1.7093 -0.9402 0.0 0.2 0.2
H 0.5879 1.5207 -2.0321 -0.3 -0.3 -0.3
H -0.8543 -1.2143 -0.9100 1.9 -0.9 0.0
H -1.1077 0.2008 -0.2011 -0.4 -0.4 -0.2
```
Positions in Å, forces in eV/Å.

No. 2
The following is a DFT calculation (the ωB97M-V functional and the def2-TZVPD basis) of a cluster of 2 separate species, C9H17N3O in total at a distorted geometry.

As for the calculated total energy: -16106.4553 eV. Its charge is +2. The value obtained for the HOMO-LUMO gap is 9.10 eV. For the HOMO energy, the calculation gives -16.169 eV. The calculation puts the energy above the lowest of the compared OMol25 structures with the same formula, charge and spin at 42.59 kcal/mol.

```
30
Properties=species:S:1:pos:R:3:forces:R:3
C -2.7530 -0.4756 1.0859 4.4 -3.4 -1.1
C -1.6499 0.1520 1.3902 -3.2 -1.4 -0.3
C 0.0037 1.5822 -0.6750 -0.9 -2.0 0.2
C 0.1077 1.6483 0.6636 -1.0 0.8 -0.8
C 0.8504 -1.4172 1.3093 -0.5 -1.3 -0.9
C 1.0581 -3.8789 -0.9134 -0.9 0.3 -0.9
C 1.0046 2.1851 -1.6112 0.7 1.4 -0.5
C -0.0517 -2.8293 -0.5774 -2.1 -1.5 -2.2
C -0.6357 0.8687 1.6325 1.9 1.9 0.6
N 0.2971 -1.9493 0.4372 -0.3 0.3 0.3
N 0.4738 3.0048 -2.8009 -0.7 -2.6 -3.5
N -0.1183 1.0507 3.0496 -1.3 -3.6 -2.0
O 1.2907 -0.8396 2.2196 1.6 0.8 1.5
H -3.6634 -0.1490 1.3807 -3.0 1.1 0.3
H -0.7240 0.7612 -1.0121 1.3 1.2 0.0
H 0.5341 2.4396 1.2211 1.6 1.0 -0.3
H 0.9387 -4.8462 -0.3883 -0.1 0.7 -0.1
H 0.9551 -4.0689 -2.0163 0.5 0.0 1.1
H 2.0325 -3.4523 -0.6463 -0.2 -0.2 -0.4
H 1.5249 3.0284 -1.1570 0.6 -0.7 0.8
H 1.7211 1.4597 -2.0304 -0.4 0.2 0.3
H -0.4730 -2.2226 -1.4346 1.5 -0.3 0.3
H -1.0637 -3.3230 -0.4299 1.3 0.1 1.0
H -2.5721 -1.5464 0.6386 -0.8 2.0 1.0
H 1.1983 3.5140 -3.4131 -0.7 -1.6 1.0
H 0.0057 3.7822 -2.4234 -1.7 1.1 0.5
H -0.1992 2.3785 -3.4905 1.9 2.3 2.1
H 0.6978 0.4309 3.1778 -0.2 -0.2 0.1
H -0.9143 0.7598 3.5866 -0.2 -0.1 1.2
H 0.1240 1.9522 3.2271 0.6 3.6 0.8
```
Positions in Å, forces in eV/Å.

No. 3
The following is a DFT calculation (the ωB97M-V functional and the def2-TZVPD basis) of a structure of composition C39H48CaN9O2PS2 at a distorted geometry.

As for the calculated total energy: -108123.7810 eV. The value obtained for the HOMO-LUMO gap is 5.14 eV. For the HOMO energy, the calculation gives -4.939 eV.

```
102
Properties=species:S:1:pos:R:3:forces:R:3
Ca 0.4472 -0.0740 -0.9743 0.8 -0.3 0.8
C 1.6067 -2.5323 -3.6939 -0.2 -0.3 -0.1
C 3.0023 -2.8717 -3.1978 0.0 0.2 0.2
C 3.0359 -3.2727 -1.7512 0.3 0.2 -0.3
C 3.6369 -4.4665 -1.3666 0.0 0.0 0.0
C 3.6179 -4.8074 -0.0276 -0.1 0.1 -0.1
C 2.9724 -3.9535 0.8505 -0.1 -0.1 0.5
C 2.3961 -2.7824 0.3904 -0.2 -0.2 -0.7
N 2.4711 -2.4192 -0.9071 -0.5 -0.5 0.3
N 0.8686 -1.2874 -3.3373 0.3 0.1 -0.6
C 1.7010 -0.1427 -3.7503 -0.1 0.1 -0.2
C 1.0317 1.2198 -3.7810 -0.7 0.4 -0.4
C 1.7184 2.3167 -4.3032 0.6 -0.4 -0.1
C 1.0695 3.5063 -4.5452 -0.2 -0.1 0.0
C -0.2880 3.5755 -4.2686 0.2 0.1 0.0
C -0.8812 2.4782 -3.6885 0.1 -0.1 -0.4
N -0.2567 1.3198 -3.4539 0.4 0.0 0.3
C -0.3607 -1.4038 -4.1602 -0.2 0.2 0.1
C -1.5029 -2.0804 -3.4395 0.1 -0.1 0.0
C -2.2665 -3.0030 -4.1490 0.0 0.0 0.0
C -3.2993 -3.6677 -3.5152 0.0 0.0 0.0
C -3.5345 -3.3848 -2.1811 -0.1 0.0 0.0
C -2.7394 -2.4427 -1.5550 0.2 0.3 0.0
N -1.7431 -1.7820 -2.1566 0.2 -0.2 -0.4
H 0.9571 -3.3654 -3.4105 -0.1 0.0 0.0
H 1.6670 -2.5404 -4.7927 0.0 -0.1 0.0
H 3.7225 -2.0740 -3.3983 0.0 0.0 0.0
H 3.3030 -3.7299 -3.8022 0.1 0.1 0.0
H 4.0968 -5.1044 -2.1102 0.0 0.0 0.0
H 4.0745 -5.7266 0.3159 0.0 0.0 0.0
H 2.9006 -4.1961 1.9040 0.0 0.0 0.0
H 1.8820 -2.0023 0.9682 0.4 -1.0 0.2
H 2.0717 -0.3016 -4.7762 0.2 0.0 0.1
H 2.5775 -0.0781 -3.0968 0.0 -0.2 0.0
H 2.7608 2.2006 -4.5782 0.0 0.0 0.1
H 1.5999 4.3409 -4.9827 0.0 0.0 0.0
H -0.8659 4.4643 -4.4816 0.0 0.0 0.0
H -1.9238 2.5066 -3.4448 -0.2 0.0 0.0
H -0.1500 -1.9748 -5.0700 0.0 0.0 0.0
H -0.7049 -0.4303 -4.4874 0.0 0.0 0.1
H -2.0291 -3.2046 -5.1856 0.0 0.0 0.0
H -3.8940 -4.3993 -4.0465 0.0 0.0 0.0
H -4.3174 -3.8828 -1.6260 0.0 0.0 0.0
H -2.8612 -2.1734 -0.5122 -0.2 -0.2 -0.1
C -4.0463 4.1165 -0.9293 -0.1 0.0 0.1
N -3.8932 2.7513 -0.4494 -0.3 -0.3 -0.1
C -3.7672 2.7624 1.0003 0.0 0.0 -0.1
N -2.6824 3.6052 1.4662 0.0 0.1 0.3
C -2.8892 4.9563 0.9619 0.0 -0.1 -0.1
N -2.9879 5.0108 -0.4961 0.0 0.4 0.0
C -1.7031 4.6833 -1.1173 -0.1 -0.3 -0.1
P -1.0665 2.9304 -0.7793 -0.9 0.3 0.4
C -2.7513 2.0898 -1.0889 -0.2 0.1 0.1
C -1.3826 3.0589 1.0675 0.2 0.1 -0.1
H -4.9982 4.5019 -0.5501 0.0 0.0 0.0
H -4.1001 4.1162 -2.0218 0.1 0.0 0.0
H -3.6052 1.7361 1.3432 0.1 0.0 0.0
H -4.7097 3.1197 1.4274 0.0 0.1 0.0
H -2.0657 5.5948 1.2871 0.0 0.0 0.0
H -3.8125 5.3571 1.3890 -0.1 -0.1 0.0
H -0.9587 5.3864 -0.7343 0.1 0.0 -0.1
H -1.7915 4.8480 -2.1978 0.0 0.0 0.1
H -2.6825 1.0692 -0.6995 0.0 0.0 0.1
H -3.0388 1.9783 -2.1393 0.3 0.0 0.0
H -0.5886 3.6891 1.4742 0.0 -0.1 0.1
H -1.2581 2.0623 1.4892 0.1 0.0 0.0
O 2.1488 -0.4083 0.7712 -0.1 1.0 0.2
S 1.9741 0.8600 1.6669 0.0 1.0 -1.2
C 1.1348 0.1883 3.1518 0.0 0.6 -0.1
C 0.6269 -1.0894 3.3320 0.2 -0.1 0.0
C -0.0017 -1.4327 4.5258 0.0 0.0 0.0
C -0.1421 -0.5056 5.5465 0.0 0.0 0.0
C 0.3550 0.7815 5.3639 0.0 0.0 0.0
C 0.9802 1.1218 4.1766 -0.1 0.0 0.0
C 3.6353 0.5295 2.5631 0.2 -0.8 0.6
C 4.2673 -0.6980 2.7442 0.2 0.2 0.1
C 5.4874 -0.7752 3.4005 0.0 -0.1 -0.1
C 6.0958 0.3815 3.8775 0.1 0.0 0.0
C 5.4821 1.6087 3.6839 0.0 0.1 0.0
C 4.2587 1.6785 3.0222 0.1 -0.2 0.0
H 0.7289 -1.8345 2.5558 0.0 0.0 -0.1
H -0.3761 -2.4430 4.6587 0.0 0.0 0.0
H -0.6274 -0.7796 6.4756 0.0 0.0 0.0
H 0.2546 1.5203 6.1497 0.0 0.0 0.0
H 1.3605 2.1261 4.0270 0.0 0.0 0.0
H 3.8020 -1.5925 2.3575 -0.1 -0.1 0.0
H 5.9692 -1.7371 3.5400 0.0 0.0 0.0
H 7.0496 0.3241 4.3880 0.0 0.0 0.0
H 5.9587 2.5156 4.0387 0.0 0.0 0.0
H 3.7752 2.6363 2.8494 0.0 0.0 0.0
C -3.7575 -1.5647 4.2231 0.1 0.0 0.0
N -3.0212 -0.9866 3.1213 -0.1 0.0 -0.1
C -2.3034 -1.6812 2.2342 0.1 -0.1 0.2
N -2.2279 -3.0190 2.4153 0.0 0.0 0.0
S -1.5451 -0.9347 0.9504 -0.2 0.4 0.2
H -4.2866 -0.7695 4.7398 0.0 0.0 0.0
H -3.0859 -2.0431 4.9416 0.0 0.0 0.0
H -4.4883 -2.2977 3.8727 0.0 0.0 0.0
H -3.0619 0.0055 2.9591 0.1 0.0 0.1
H -2.4686 -3.4438 3.2946 0.0 0.0 0.0
H -1.6029 -3.5172 1.8058 0.0 0.0 0.0
O 0.8605 1.4811 0.4487 -1.1 -0.3 0.2
```
Positions in Å, forces in eV/Å.

No. 4
The following is a DFT calculation (the ωB97M-V functional and the def2-TZVPD basis) of an isolated molecule of C2H4N2OS at a distorted geometry.

As for the calculated total energy: -18000.7175 eV. As for the SMILES: [H]/N=C1\NSCO1. The value obtained for the HOMO-LUMO gap is 9.08 eV. For the HOMO energy, the calculation gives -8.782 eV. The calculation puts the energy above the lowest of the compared OMol25 structures with the same formula, charge and spin at 44.78 kcal/mol.

```
10
Properties=species:S:1:pos:R:3:forces:R:3
H -2.3406 -1.1640 -0.1332 -0.7 -0.9 0.1
N -2.1176 -0.1980 -0.2217 0.2 0.4 -0.2
C -0.8701 -0.1013 -0.1237 0.7 -0.2 0.3
N 0.0894 -1.0822 0.2360 -0.5 -1.6 -0.6
S 1.6833 -0.6015 -0.2922 -0.3 0.2 0.0
C 1.1094 1.0741 0.1045 -0.2 -0.4 1.0
O -0.2606 1.0881 -0.2852 0.5 0.6 0.1
H -0.1564 -2.0771 -0.0363 0.4 1.9 0.5
H 1.2115 1.2435 1.2111 -0.2 -0.1 -1.0
H 1.6516 1.8183 -0.4593 0.0 0.1 -0.1
```
Positions in Å, forces in eV/Å.